Computed, not measured: a structure of composition C38H65BFGeN7SbSeSi3Tl, with the ωB97M-V functional and the def2-TZVPD basis.

Structure (XYZ):
```
119
C38H65BFGeN7SbSeSi3Tl | the Open Molecules 2025 dataset | the ωB97M-V functional and the def2-TZVPD basis
Tl 0.330 -0.153 0.514
C 4.274 -2.555 1.973
C 3.401 -2.075 0.984
N 2.212 -1.777 1.500
N 2.295 -2.042 2.823
C 3.516 -2.516 3.127
B 1.096 -1.833 3.818
N 0.880 -0.333 4.118
C 1.626 0.401 4.975
C 1.145 1.689 4.966
C 0.075 1.642 4.055
N -0.093 0.423 3.563
N -0.151 -2.475 3.169
C -0.834 -3.555 3.598
C -1.791 -3.865 2.653
C -1.610 -2.897 1.646
N -0.634 -2.067 1.971
H 5.297 -2.880 1.857
H 3.588 -1.912 -0.068
H 3.765 -2.784 4.143
H 1.379 -2.396 4.853
H 2.463 -0.037 5.499
H 1.529 2.546 5.498
H -0.565 2.448 3.718
H -0.588 -4.026 4.537
H -2.508 -4.672 2.681
H -2.118 -2.771 0.698
Se -0.873 -1.107 -1.559
F 3.210 4.343 -1.361
C 3.010 3.032 -1.618
C 1.779 2.624 -2.086
C 1.589 1.281 -2.384
C 2.628 0.355 -2.226
C 3.852 0.814 -1.733
C 4.051 2.152 -1.416
H 0.974 3.344 -2.178
H 0.621 0.949 -2.738
H 4.669 0.114 -1.591
H 4.983 2.514 -0.997
N 0.666 1.904 0.872
C 1.818 2.336 1.414
C 1.977 3.754 1.625
C 3.141 4.303 2.132
C 4.242 3.519 2.486
C 4.123 2.136 2.302
C 2.972 1.567 1.793
H 1.149 4.404 1.358
H 3.193 5.383 2.258
H 5.151 3.962 2.876
H 4.953 1.484 2.561
H 2.920 0.496 1.658
C -6.389 1.569 2.907
Si -4.745 0.627 2.874
C -5.226 -1.187 3.112
C -3.883 1.154 4.471
Sb -2.936 0.590 1.037
Si -4.606 -0.245 -0.748
C -4.569 -2.124 -0.770
C -4.321 0.326 -2.516
C -6.423 0.187 -0.417
Si -3.098 3.047 0.313
C -2.433 3.244 -1.428
C -4.828 3.798 0.389
C -2.004 4.089 1.410
H -6.980 1.212 3.759
H -6.979 1.423 1.997
H -6.229 2.646 3.030
H -5.754 -1.337 4.061
H -4.331 -1.823 3.110
H -5.878 -1.535 2.300
H -4.429 0.802 5.357
H -3.805 2.248 4.531
H -2.865 0.747 4.509
H -3.584 -2.449 -1.128
H -5.337 -2.519 -1.448
H -4.732 -2.549 0.229
H -3.246 0.387 -2.722
H -4.781 1.302 -2.711
H -4.755 -0.410 -3.203
H -6.802 -0.327 0.475
H -7.029 -0.131 -1.276
H -6.570 1.264 -0.274
H -3.095 2.824 -2.190
H -1.475 2.709 -1.490
H -2.255 4.302 -1.654
H -5.536 3.261 -0.254
H -4.801 4.849 0.072
H -5.214 3.760 1.415
H -1.017 3.610 1.431
H -2.380 4.163 2.438
H -1.901 5.105 1.006
C 2.863 1.309 -5.997
C 3.544 -0.059 -5.934
C 2.562 -1.238 -5.937
C 1.615 -1.287 -4.726
Ge 2.509 -1.460 -2.973
C 2.003 -3.170 -2.142
C 2.257 -4.366 -3.087
C 3.421 -5.271 -2.667
C 4.797 -4.697 -3.006
H 3.602 2.112 -5.961
H 2.194 1.454 -5.146
H 2.279 1.418 -6.918
H 4.152 -0.107 -5.027
H 4.224 -0.165 -6.785
H 3.145 -2.166 -5.968
H 1.974 -1.197 -6.863
H 0.915 -2.122 -4.826
H 0.997 -0.387 -4.685
H 4.032 -1.700 -3.285
H 0.946 -3.076 -1.906
H 2.525 -3.306 -1.190
H 2.444 -4.017 -4.114
H 1.347 -4.971 -3.132
H 3.309 -6.246 -3.154
H 3.359 -5.445 -1.588
H 4.935 -4.648 -4.091
H 5.601 -5.309 -2.588
H 4.897 -3.682 -2.618
```

Its total charge is -2. As for the energy above the lowest of the compared OMol25 structures with the same formula, charge and spin: 1.6982 eV. As for the HOMO energy: -0.901 eV. For the orbital gap, the calculation gives 5.164 eV.

Atomic partial charges in e from the Löwdin method, atoms 1 to 99: atom 1 (Tl): 0.41, atom 2 (C): -0.07, atom 3 (C): -0.17, atom 4 (N): 0.01, atom 5 (N): -0.02, atom 6 (C): -0.10, atom 7 (B): -0.52, atom 8 (N): -0.05, atom 9 (C): -0.11, atom 10 (C): -0.08, atom 11 (C): -0.18, atom 12 (N): 0.05, atom 13 (N): -0.03, atom 14 (C): -0.10, atom 15 (C): -0.08, atom 16 (C): -0.19, atom 17 (N): -0.02, atom 18 (H): 0.08, atom 19 (H): 0.08, atom 20 (H): 0.11, atom 21 (H): 0.11, atom 22 (H): 0.11, atom 23 (H): 0.08, atom 24 (H): 0.09, atom 25 (H): 0.11, atom 26 (H): 0.08, atom 27 (H): 0.05, atom 28 (Se): -0.01, atom 29 (F): 0.04, atom 30 (C): -0.29, atom 31 (C): -0.02, atom 32 (C): -0.18, atom 33 (C): -0.34, atom 34 (C): -0.13, atom 35 (C): -0.02, atom 36 (H): 0.11, atom 37 (H): 0.03, atom 38 (H): 0.09, atom 39 (H): 0.12, atom 40 (N): -0.13, atom 41 (C): -0.50, atom 42 (C): -0.08, atom 43 (C): -0.15, atom 44 (C): -0.17, atom 45 (C): -0.14, atom 46 (C): -0.09, atom 47 (H): 0.08, atom 48 (H): 0.08, atom 49 (H): 0.06, atom 50 (H): 0.09, atom 51 (H): 0.05, atom 52 (C): -0.23, atom 53 (Si): 0.28, atom 54 (C): -0.24, atom 55 (C): -0.25, atom 56 (Sb): 0.85, atom 57 (Si): 0.26, atom 58 (C): -0.25, atom 59 (C): -0.25, atom 60 (C): -0.25, atom 61 (Si): 0.27, atom 62 (C): -0.21, atom 63 (C): -0.23, atom 64 (C): -0.24, atom 65 (H): 0.02, atom 66 (H): 0.00, atom 67 (H): 0.01, atom 68 (H): 0.02, atom 69 (H): 0.02, atom 70 (H): 0.01, atom 71 (H): 0.02, atom 72 (H): 0.02, atom 73 (H): 0.01, atom 74 (H): -0.02, atom 75 (H): 0.02, atom 76 (H): 0.01, atom 77 (H): -0.02, atom 78 (H): 0.02, atom 79 (H): 0.03, atom 80 (H): 0.01, atom 81 (H): 0.02, atom 82 (H): 0.00, atom 83 (H): 0.00, atom 84 (H): 0.02, atom 85 (H): 0.03, atom 86 (H): 0.01, atom 87 (H): 0.02, atom 88 (H): 0.00, atom 89 (H): -0.02, atom 90 (H): 0.02, atom 91 (H): 0.03, atom 92 (C): -0.11, atom 93 (C): -0.29, atom 94 (C): -0.30, atom 95 (C): -0.30, atom 96 (Ge): 0.89, atom 97 (C): -0.33, atom 98 (C): -0.28, atom 99 (C): -0.28

Computed, not measured: a structure of composition C38H66O7S7 in a non-equilibrium geometry, with the ωB97M-V functional and the def2-TZVPD basis.

Structure (XYZ):
```
118
C38H66O7S7 | the Open Molecules 2025 dataset | the ωB97M-V functional and the def2-TZVPD basis
C 4.724 5.172 -3.518
S 3.761 3.864 -2.731
O 2.580 3.738 -3.693
C 4.736 2.453 -2.982
H 5.564 5.440 -3.180
H 4.213 6.125 -3.550
H 5.119 4.755 -4.508
H 4.078 1.544 -2.592
H 5.784 2.279 -2.556
H 5.015 2.291 -3.999
C -2.733 -0.345 -4.685
S -2.658 1.128 -3.607
O -3.594 2.150 -4.249
C -3.657 0.509 -2.331
H -2.374 -1.194 -4.369
H -2.361 -0.150 -5.826
H -3.838 -0.506 -4.875
H -3.803 1.143 -1.480
H -3.296 -0.447 -1.775
H -4.586 0.194 -2.713
C -0.645 -2.178 4.355
S 0.578 -3.468 4.400
O -0.003 -4.545 3.493
C 1.866 -2.657 3.328
H -0.899 -2.058 3.199
H -0.340 -1.045 4.627
H -1.423 -2.598 4.806
H 1.724 -2.895 2.249
H 2.778 -3.117 3.691
H 1.736 -1.564 3.683
C -0.892 1.432 3.263
S -1.010 0.140 4.430
O -0.008 0.286 5.538
C -2.610 0.589 5.123
H -0.883 2.533 3.617
H -1.599 1.274 2.399
H 0.061 1.486 2.686
H -2.530 1.668 5.506
H -2.951 -0.251 5.752
H -3.237 0.558 4.273
C -1.787 -3.930 0.304
S -2.656 -4.335 1.730
O -3.822 -3.382 1.691
C -3.319 -5.908 1.141
H -1.203 -2.927 0.447
H -2.345 -3.737 -0.724
H -0.723 -4.547 0.099
H -3.658 -5.677 0.042
H -4.180 -6.303 1.773
H -2.761 -6.742 1.351
C 5.314 1.336 0.665
S 5.224 2.776 1.536
O 5.034 3.790 0.379
C 3.569 2.416 2.285
H 6.157 1.145 0.112
H 4.580 1.251 -0.154
H 5.068 0.505 1.120
H 3.899 1.758 2.939
H 3.035 2.156 1.547
H 3.273 3.249 2.784
C -4.623 0.014 1.721
S -4.685 -1.037 3.127
O -3.403 -0.570 3.975
C -5.959 -0.425 4.045
H -4.188 0.850 2.130
H -5.545 0.318 1.360
H -4.093 -0.311 0.934
H -6.917 -0.693 3.477
H -5.856 0.593 4.001
H -6.153 -0.836 5.029
C 4.302 -2.905 1.032
C 5.100 -3.300 2.425
C 5.602 -4.533 2.612
C 5.388 -5.546 1.572
C 4.465 -5.345 0.614
C 3.836 -4.024 0.270
H 3.908 -1.887 0.771
H 5.170 -2.342 3.011
H 6.479 -4.702 3.467
H 5.972 -6.422 1.574
H 4.212 -6.163 -0.160
H 3.026 -3.991 -0.450
C 2.830 -1.388 -7.018
C 3.040 0.070 -7.523
C 2.746 1.082 -6.595
C 2.206 0.710 -5.303
C 2.117 -0.542 -4.814
C 2.396 -1.632 -5.843
H 2.929 -1.983 -7.815
H 3.334 0.461 -8.577
H 2.976 2.187 -6.698
H 2.076 1.533 -4.511
H 1.836 -0.609 -3.889
H 2.288 -2.635 -5.581
C -4.287 4.692 1.352
C -5.798 4.535 1.359
C -6.392 4.007 0.195
C -5.626 3.668 -1.042
C -4.233 3.826 -0.991
C -3.559 4.364 0.250
H -3.764 4.917 2.179
H -6.372 4.943 2.076
H -7.455 3.859 0.279
H -6.059 3.528 -1.998
H -3.637 3.450 -2.067
H -2.433 4.713 0.069
C -0.332 1.945 -1.204
C 1.139 1.239 -1.454
C 1.402 0.183 -0.698
C 0.427 -0.452 0.119
C -0.720 0.047 0.345
C -1.184 1.374 -0.372
H -0.280 2.902 -1.622
H 1.762 1.596 -2.131
H 2.304 -0.197 -0.944
H 0.760 -1.310 0.733
H -1.357 -0.275 1.185
H -2.207 1.819 -0.250
```

Its total charge is 0. As for the energy above the lowest of the compared OMol25 structures with the same formula, charge and spin: 0.0000 eV. As for the HOMO energy: -7.375 eV. For the orbital gap, the calculation gives 7.572 eV.

Atomic partial charges in e from the Löwdin method, atoms 1 to 99: atom 1 (C): -0.22, atom 2 (S): 0.82, atom 3 (O): -0.57, atom 4 (C): -0.32, atom 5 (H): -0.04, atom 6 (H): 0.07, atom 7 (H): 0.10, atom 8 (H): 0.08, atom 9 (H): 0.09, atom 10 (H): 0.03, atom 11 (C): -0.25, atom 12 (S): 0.82, atom 13 (O): -0.56, atom 14 (C): -0.32, atom 15 (H): -0.03, atom 16 (H): 0.13, atom 17 (H): 0.07, atom 18 (H): 0.00, atom 19 (H): 0.10, atom 20 (H): 0.04, atom 21 (C): -0.38, atom 22 (S): 0.85, atom 23 (O): -0.62, atom 24 (C): -0.24, atom 25 (H): 0.09, atom 26 (H): -0.13, atom 27 (H): 0.00, atom 28 (H): 0.04, atom 29 (H): 0.01, atom 30 (H): 0.08, atom 31 (C): -0.26, atom 32 (S): 0.78, atom 33 (O): -0.45, atom 34 (C): -0.28, atom 35 (H): 0.09, atom 36 (H): 0.04, atom 37 (H): 0.05, atom 38 (H): 0.10, atom 39 (H): 0.10, atom 40 (H): -0.11, atom 41 (C): -0.36, atom 42 (S): 0.79, atom 43 (O): -0.61, atom 44 (C): -0.26, atom 45 (H): 0.04, atom 46 (H): 0.10, atom 47 (H): 0.13, atom 48 (H): 0.09, atom 49 (H): 0.08, atom 50 (H): 0.01, atom 51 (C): -0.31, atom 52 (S): 0.91, atom 53 (O): -0.58, atom 54 (C): -0.15, atom 55 (H): 0.04, atom 56 (H): 0.07, atom 57 (H): -0.01, atom 58 (H): 0.01, atom 59 (H): -0.02, atom 60 (H): 0.04, atom 61 (C): -0.20, atom 62 (S): 0.98, atom 63 (O): -0.60, atom 64 (C): -0.28, atom 65 (H): 0.03, atom 66 (H): 0.05, atom 67 (H): 0.01, atom 68 (H): 0.10, atom 69 (H): 0.03, atom 70 (H): 0.08, atom 71 (C): -0.04, atom 72 (C): -0.10, atom 73 (C): -0.13, atom 74 (C): -0.12, atom 75 (C): -0.11, atom 76 (C): -0.09, atom 77 (H): 0.07, atom 78 (H): 0.10, atom 79 (H): 0.16, atom 80 (H): 0.08, atom 81 (H): 0.12, atom 82 (H): 0.08, atom 83 (C): -0.10, atom 84 (C): -0.03, atom 85 (C): -0.10, atom 86 (C): -0.12, atom 87 (C): -0.03, atom 88 (C): -0.09, atom 89 (H): 0.05, atom 90 (H): 0.12, atom 91 (H): 0.11, atom 92 (H): 0.09, atom 93 (H): 0.02, atom 94 (H): 0.08, atom 95 (C): -0.08, atom 96 (C): -0.04, atom 97 (C): -0.08, atom 98 (C): -0.09, atom 99 (C): -0.10

| no. | molar mass (u) | DFT total energy (a.u.) |
| --- | --- | --- |
| 1 | 1211.77 | -7754.709795 |
| 2 | 859.41 | -4800.400094 |